Record 1
{"formula": "C6H9N", "method": "ωB97M-V with the def2-TZVPD basis set", "symbols": ["C", "C", "C", "C", "C", "C", "N", "H", "H", "H", "H", "H", "H", "H", "H", "H"], "coordinates": [[-0.0914, 1.5378, 0.1660], [0.3339, 0.1116, 0.3366], [0.7029, -0.5000, -0.9907], [2.0887, -0.0312, -0.8514], [3.1127, 0.4467, -0.4280], [-1.8888, -1.6254, 0.7837], [-2.4373, -0.5607, 0.3645], [0.6571, 2.1797, 0.6458], [-1.0063, 1.6744, 0.7519], [-0.2649, 1.8966, -0.8615], [0.2126, -0.0938, -1.8881], [0.6764, -1.5949, -1.0064], [4.0274, 0.8536, -0.0589], [-1.3761, -2.2691, 0.0656], [-1.8874, -1.9698, 1.8234], [-2.8595, -0.0555, 1.1477]], "forces_ev_per_a": [[-0.0055, -0.0194, 0.0074], [-0.0622, 0.2406, -0.1717], [-0.0316, -0.1069, -0.0255], [0.4760, 0.2613, 0.3062], [-0.3592, -0.2108, -0.2326], [-0.0725, 0.0937, -0.1373], [0.0584, -0.3247, 0.2463], [-0.1033, -0.1238, 0.0069], [0.1081, 0.0187, -0.0324], [0.0520, -0.1083, 0.1307], [0.1084, 0.0116, 0.1617], [0.0321, 0.1858, 0.0307], [-0.0810, -0.0687, -0.1431], [-0.0930, 0.0515, 0.0854], [-0.0102, 0.1333, -0.1139], [-0.0164, -0.0341, -0.1189]], "spin_multiplicity": 1, "e_lumo_ev": 0.376, "orbital_gap_ev": 8.615, "e_above_lowest_ev": 6.687}



Record 2
{"formula": "C2HCl2O3", "method": "ωB97M-V with the def2-TZVPD basis set", "symbols": ["C", "C", "O", "O", "O", "Cl", "Cl", "H"], "coordinates": [[-0.5521, -0.0608, -0.5348], [1.1974, 0.8380, 1.4360], [-0.3712, 0.2917, 0.6731], [-2.0129, -0.6341, -0.4716], [-0.0551, -0.0886, -1.6641], [1.4940, -0.7895, 1.9981], [2.4461, 1.2039, 0.0551], [-2.1462, -0.7606, -1.4918]], "forces_ev_per_a": [[-3.2067, -1.2286, -1.0168], [-0.7722, 0.4119, -0.9532], [1.8058, 0.9144, -1.0357], [1.8838, 0.4906, -3.5036], [-0.1172, 0.4239, 2.6809], [0.8884, -0.8163, 0.5026], [-0.6689, -0.3876, 0.4933], [0.1871, 0.1919, 2.8325]], "spin_multiplicity": 1, "e_lumo_ev": 3.688, "orbital_gap_ev": 8.218, "total_charge": -1, "e_above_lowest_ev": 3.534}



Record 3
{"formula": "C22H27N5O3", "method": "ωB97M-V with the def2-TZVPD basis set", "symbols": ["C", "C", "C", "C", "C", "N", "C", "C", "N", "C", "C", "C", "O", "N", "C", "C", "O", "N", "C", "N", "C", "C", "O", "C", "C", "C", "C", "C", "C", "C", "H", "H", "H", "H", "H", "H", "H", "H", "H", "H", "H", "H", "H", "H", "H", "H", "H", "H", "H", "H", "H", "H", "H", "H", "H", "H", "H"], "coordinates": [[-0.4167, -0.6215, -5.7873], [-1.1782, -1.0032, -4.5226], [-2.4522, -0.1748, -4.3660], [-3.1532, -0.5608, -3.0690], [-2.1995, -0.3864, -1.8916], [-1.0243, -1.2144, -2.0929], [-0.1958, -1.3128, -0.9102], [0.2579, -0.0048, -0.3413], [0.7419, 0.9918, -1.0655], [0.9888, 1.9876, -0.1896], [0.6436, 1.6023, 1.0938], [0.7997, 2.4590, 2.2213], [0.5074, 2.2112, 3.3808], [1.3464, 3.6886, 1.8540], [1.5561, 4.6272, 2.9444], [1.7035, 4.1108, 0.5776], [2.1692, 5.2126, 0.3772], [1.5029, 3.2181, -0.4531], [1.8473, 3.5857, -1.8090], [0.1564, 0.3192, 0.9709], [-0.2056, -0.4997, 2.0920], [0.7887, -1.6473, 2.2771], [1.6990, -1.8086, 1.4976], [0.5620, -2.5361, 3.4361], [-0.4028, -2.2970, 4.4153], [-0.5484, -3.1779, 5.4708], [0.2573, -4.3020, 5.5644], [1.2196, -4.5469, 4.5976], [1.3715, -3.6696, 3.5426], [-0.2996, -0.8084, -3.2857], [0.4760, -1.2329, -5.8965], [-1.0416, -0.7642, -6.6660], [-0.1136, 0.4227, -5.7470], [-1.4577, -2.0605, -4.5764], [-3.1162, -0.3379, -5.2172], [-2.1917, 0.8862, -4.3390], [-4.0415, 0.0544, -2.9142], [-3.4616, -1.6062, -3.1198], [-2.6905, -0.7044, -0.9666], [-1.9341, 0.6809, -1.7924], [0.6862, -1.9108, -1.1590], [-0.7616, -1.8562, -0.1466], [2.2148, 4.1776, 3.6871], [2.0013, 5.5304, 2.5362], [0.6010, 4.8538, 3.4186], [0.9436, 3.8011, -2.3813], [2.4752, 4.4733, -1.7697], [2.3751, 2.7560, -2.2757], [-1.2143, -0.9083, 1.9675], [-0.1832, 0.1487, 2.9751], [-1.0333, -1.4233, 4.3701], [-1.2937, -2.9856, 6.2280], [0.1363, -4.9841, 6.3926], [1.8506, -5.4199, 4.6692], [2.1159, -3.8396, 2.7793], [0.5920, -1.4345, -3.3662], [0.0238, 0.2411, -3.2202]], "forces_ev_per_a": [[-0.1360, -0.1479, 0.2446], [0.1629, 0.2884, -0.0875], [-0.0301, -0.3896, 0.1088], [0.0611, 0.2698, 0.0807], [-0.3160, -0.1378, -0.0672], [0.0342, 0.0945, 0.1927], [0.0406, -0.2248, -0.0573], [-0.1347, 0.0948, 0.3401], [0.2292, 0.2636, -0.3563], [-0.4592, -0.7660, 1.2134], [0.2861, 0.4122, -0.7073], [-0.0855, -0.2270, -0.2635], [0.0064, 0.0293, 0.1681], [0.0032, 0.0532, 0.2400], [0.0534, 0.2302, 0.2297], [0.0362, 0.0254, -0.2471], [0.0921, 0.2583, -0.0517], [0.0797, 0.0481, -0.0145], [0.0953, 0.1580, -0.2548], [0.0010, 0.2107, -0.2683], [0.0815, -0.2492, 0.0483], [-0.1251, 0.3047, -0.1276], [-0.1064, -0.0079, 0.0803], [0.1678, -0.5018, 0.3305], [0.1555, 0.0317, -0.2348], [-0.0652, -0.0629, 0.1372], [-0.0475, 0.0642, 0.0033], [0.0268, -0.0261, -0.0037], [-0.0550, 0.1360, -0.0864], [-0.1146, -0.1684, -0.3888], [0.1356, -0.0431, -0.0784], [-0.0249, 0.0104, -0.1271], [0.0540, 0.1455, -0.0344], [-0.0002, -0.0075, 0.0301], [0.0058, 0.0642, -0.0634], [0.0259, 0.1035, -0.0508], [-0.0463, -0.0263, 0.0210], [-0.0671, -0.0342, 0.0290], [0.0267, 0.0541, 0.0241], [-0.0159, -0.0340, 0.0428], [-0.0621, 0.0084, 0.1164], [0.1039, -0.0127, 0.0003], [-0.0546, 0.0508, -0.0032], [-0.0565, -0.1145, 0.0538], [0.0721, 0.0005, 0.0194], [0.0461, 0.0012, -0.0403], [-0.0666, -0.1177, -0.0287], [-0.0113, 0.0414, -0.0297], [0.0783, 0.0431, 0.0723], [-0.1166, -0.1462, -0.1046], [-0.0804, 0.1109, -0.0136], [-0.0553, 0.0202, 0.0564], [-0.0162, -0.0520, 0.0690], [0.0505, -0.0696, 0.0012], [0.0502, -0.0098, -0.0462], [0.0779, 0.0377, -0.0135], [0.0094, -0.0880, -0.1032]], "spin_multiplicity": 1, "e_lumo_ev": -0.114, "orbital_gap_ev": 8.120, "e_above_lowest_ev": 0.000}



Record 4
{"formula": "C5H6O2Pd", "method": "ωB97M-V with the def2-TZVPD basis set", "symbols": ["C", "C", "C", "C", "O", "Pd", "H", "H", "H", "H", "C", "O", "H", "H"], "coordinates": [[-2.4308, -1.3825, -0.0698], [-1.3369, -1.6085, 0.4034], [-0.0606, -1.9575, 1.0291], [-0.2024, -2.1949, 2.5117], [0.3197, -3.1178, 3.0989], [0.8652, -4.7485, 2.3381], [-3.4034, -1.2373, -0.5062], [0.6428, -1.1123, 0.9207], [0.3992, -2.8326, 0.5499], [-0.8150, -1.4593, 3.0691], [-1.4211, 0.9102, -0.2848], [-0.4392, 0.7915, -1.1296], [-0.9341, 0.8208, 0.7149], [-0.7438, 0.9453, -2.0360]], "forces_ev_per_a": [[0.8258, -0.2922, 0.3502], [-1.2456, -0.1408, -0.2197], [0.1700, 0.2198, -0.2215], [-0.5629, 0.8178, -0.0809], [-1.2580, 4.2012, 1.9508], [1.6735, -4.8898, -1.8810], [0.4490, 0.0019, 0.1933], [-0.0920, -0.1801, -0.0208], [-0.0931, 0.1372, 0.1243], [0.1132, -0.2163, -0.0951], [-0.5937, 0.4765, 0.3002], [0.8057, 0.0921, -0.3994], [-0.0376, -0.1117, -0.1503], [-0.1544, -0.1154, 0.1498]], "spin_multiplicity": 3, "e_lumo_ev": [-0.261, -0.963], "orbital_gap_ev": [5.364, 7.764], "e_above_lowest_ev": 3.080}



Record 5
{"formula": "C4H12N2S", "method": "ωB97M-V with the def2-TZVPD basis set", "symbols": ["N", "C", "C", "N", "C", "C", "S", "H", "H", "H", "H", "H", "H", "H", "H", "H", "H", "H", "H"], "coordinates": [[-1.3505, 0.8914, 1.7143], [-0.8373, -0.3574, 1.1137], [-0.6962, -0.2275, -0.4183], [-1.3715, -1.2680, -1.1959], [0.7738, -0.2149, -0.8372], [1.4659, 1.0945, -0.4520], [3.2691, 1.0278, -0.6344], [-1.0128, 0.9780, 2.6616], [-2.3622, 0.8952, 1.7383], [0.1295, -0.5242, 1.5802], [-1.4644, -1.2254, 1.3333], [-1.1481, 0.7288, -0.6888], [-0.9061, -2.1592, -1.1103], [-2.3533, -1.3595, -0.9886], [0.8374, -0.3012, -1.9112], [1.2961, -1.0393, -0.3460], [1.2105, 1.3731, 0.5753], [1.1324, 1.9211, -1.0669], [3.3878, -0.2334, -1.0670]], "forces_ev_per_a": [[0.1367, -0.3090, -0.1805], [-0.2536, 0.5722, 0.1415], [-0.0649, -0.3546, -0.1053], [0.2929, 0.3214, -0.2266], [-0.0344, 0.8351, 0.2873], [-0.2014, -0.1715, 0.4062], [0.3182, 0.0866, 0.0981], [-0.1497, 0.0483, 0.1154], [0.0215, 0.0689, 0.0372], [0.2229, -0.2157, -0.0501], [-0.0163, -0.0544, 0.0543], [-0.0135, 0.0377, -0.0598], [-0.1015, -0.1573, 0.1036], [-0.0552, -0.0807, 0.1708], [0.0565, -0.3601, -0.3554], [-0.0006, -0.1571, -0.1488], [0.2214, -0.1242, -0.0410], [-0.2402, 0.0246, -0.2499], [-0.1390, -0.0102, 0.0031]], "spin_multiplicity": 1, "e_lumo_ev": 0.959, "orbital_gap_ev": 9.844, "e_above_lowest_ev": 0.204}



Record 6
{"formula": "C4H6AlF6O3P", "method": "ωB97M-V with the def2-TZVPD basis set", "symbols": ["Al", "P", "F", "F", "F", "F", "F", "F", "C", "C", "C", "O", "C", "O", "O", "H", "H", "H", "H", "H", "H"], "coordinates": [[-0.8777, -4.4238, 34.2923], [0.1005, -2.4874, 31.0037], [0.2495, -4.1023, 30.9240], [-1.3267, -2.7222, 31.8590], [0.8201, -2.8453, 32.4772], [-0.0992, -0.8669, 31.2322], [1.4672, -2.1925, 30.2505], [-0.6337, -2.3993, 29.5269], [1.7120, -10.4725, 31.8745], [2.3148, -9.4162, 32.8407], [3.3620, -8.5389, 32.2705], [2.7737, -7.2148, 32.2353], [1.4601, -7.3060, 32.6645], [0.6912, -6.3258, 32.7755], [1.2775, -8.5176, 33.1570], [0.9427, -11.1741, 32.1968], [2.5061, -10.8954, 31.2591], [1.0893, -10.1279, 31.0489], [2.7458, -9.9315, 33.6991], [3.5493, -8.8554, 31.2444], [4.3774, -8.5479, 32.6668]], "forces_ev_per_a": [[0.3655, 0.3528, -1.0756], [-0.8894, 1.9802, -1.2540], [-0.3779, -0.4257, -1.2684], [0.4737, 0.0563, -0.6650], [0.4216, 1.1947, 0.2807], [0.2009, -2.2146, 0.3822], [-0.0911, -0.6502, 1.2257], [0.0866, -0.7298, 2.2150], [-1.0942, -0.6361, -1.8155], [0.1726, -0.3855, -0.2440], [-0.0731, 1.1316, -0.8019], [-1.1984, -0.6196, -0.3665], [1.0471, 2.2049, 1.1415], [1.7511, -2.3555, -0.2685], [-1.6820, 0.1208, 0.0150], [0.9112, -0.3709, 1.2933], [0.4431, -0.6049, 0.7778], [0.1205, 1.6151, -0.0180], [-0.5517, -0.2037, 0.6086], [0.0125, 0.2801, -0.8354], [-0.0486, 0.2599, 0.6731]], "spin_multiplicity": 1, "e_lumo_ev": -16.102, "orbital_gap_ev": 2.460, "total_charge": 2, "e_above_lowest_ev": 2.001}



Q: What is the formula in the fourth record?
A: C5H6O2Pd